(1)
Entry from the Open Molecules 2025 dataset: a structure of composition C28H28N4O2RuS2 at a distorted geometry (ωB97M-V/def2-TZVPD).

Results
Frontier orbital gap (alpha / beta) ... 6.70 / 7.08 eV
Spin multiplicity ... 2
HOMO (alpha / beta) ... -10.6 / -11.0 eV
Molecular weight ... 617.76 g mol⁻¹
Charge ... +1
ΔE to the lowest compared entry with this formula, charge and spin ... 0.195 eV

XYZ file:
```
65
Properties=species:S:1:pos:R:3:forces:R:3
Ru 1.74802 0.08959 2.18796 -1.480 -1.629 0.831
C 1.85380 0.92910 4.28290 0.124 0.199 -0.351
C 0.56399 0.36525 4.05812 0.043 0.232 0.655
C 0.72627 -1.02991 3.95436 0.063 0.136 -0.319
C 2.11304 -1.33266 4.02032 0.228 -0.021 -0.233
C 2.80577 -0.12586 4.23275 0.131 0.299 0.165
H 2.06926 1.97156 4.45057 0.008 0.002 -0.006
H -0.37563 0.88676 4.13367 -0.019 0.032 -0.215
H -0.07839 -1.73784 3.83353 0.039 -0.030 -0.094
H 2.56102 -2.31313 4.00227 -0.060 -0.023 -0.147
H 3.86530 -0.02451 4.39161 0.027 0.037 -0.150
S 0.46105 1.65957 0.99434 0.453 0.424 0.338
C -0.08791 0.81145 -0.33829 0.092 -0.656 -0.142
N -0.40852 1.37709 -1.47828 -0.411 0.085 -0.296
C -0.76751 0.55861 -2.64562 0.128 0.081 0.048
C -1.59529 -0.60937 -2.20364 0.072 -0.067 0.120
N -0.84439 -1.35098 -1.18487 -0.116 -0.110 -0.293
C -0.89183 -2.82493 -1.22509 -0.089 0.063 0.107
C -2.11320 -3.39765 -0.54507 -0.014 0.029 0.038
C -3.37361 -3.26689 -1.12376 -0.002 -0.007 0.008
C -4.49607 -3.77358 -0.48779 0.008 0.004 0.017
C -4.36747 -4.42776 0.73061 0.011 0.005 -0.013
C -3.11383 -4.57985 1.30334 0.002 0.009 -0.008
C -1.99190 -4.06342 0.66917 -0.001 -0.005 -0.004
C -0.22983 -0.69448 -0.22178 -0.076 0.584 -0.457
S 0.32929 -1.45265 1.13203 0.438 -0.028 0.425
C -0.54398 2.83386 -1.66310 0.140 -0.059 0.035
C -2.00064 3.21643 -1.74982 -0.014 -0.034 -0.006
C -2.51393 3.76535 -2.91687 -0.037 0.032 -0.006
C -3.85735 4.11482 -2.99597 0.019 -0.014 0.001
C -4.69138 3.90691 -1.90918 0.018 -0.007 0.017
C -4.18442 3.34587 -0.74157 -0.004 -0.007 -0.024
C -2.84485 3.00251 -0.66157 -0.001 0.008 -0.006
H 0.15274 0.21697 -3.12486 0.021 0.025 -0.022
H -1.32472 1.18010 -3.34274 -0.030 0.041 0.051
H -1.79229 -1.27194 -3.04258 0.040 -0.034 0.009
H -2.55106 -0.27577 -1.79174 -0.034 -0.025 -0.007
H 0.02148 -3.18723 -0.75675 0.051 0.009 -0.038
H -0.86544 -3.09911 -2.27951 -0.006 0.002 -0.013
H -3.48501 -2.78471 -2.08878 0.008 -0.008 0.007
H -5.46966 -3.66939 -0.94822 0.004 -0.005 0.002
H -5.24224 -4.82902 1.22471 0.003 -0.002 -0.003
H -3.00681 -5.10569 2.24314 -0.003 0.005 -0.006
H -1.01216 -4.18823 1.11501 -0.014 0.004 -0.010
H -0.02264 3.09759 -2.58347 0.021 -0.014 -0.018
H -0.04680 3.33172 -0.83542 0.040 -0.011 0.027
H -1.86147 3.93340 -3.76683 -0.005 0.006 0.012
H -4.24862 4.54740 -3.90748 0.008 0.004 0.017
H -5.73514 4.18599 -1.96671 0.005 -0.018 -0.001
H -4.83468 3.18279 0.10817 0.011 0.014 -0.009
H -2.44963 2.57631 0.25483 -0.002 0.016 -0.007
C 6.43191 1.64258 0.93041 -0.053 0.005 -0.049
N 5.36816 0.80925 0.37854 0.064 -0.101 -0.034
C 5.50440 0.13447 -0.80610 0.033 0.107 0.088
C 4.52199 -0.63283 -1.28951 -0.073 -0.059 -0.004
C 3.27629 -0.78700 -0.54898 -0.006 0.063 0.004
O 2.34126 -1.44846 -0.99462 -0.088 0.076 -0.006
N 3.21014 -0.13197 0.67151 0.227 0.126 -0.114
C 4.19938 0.69634 1.09250 0.045 0.136 0.111
O 4.03747 1.35664 2.12959 0.007 0.088 -0.070
H 7.24273 1.68493 0.20790 0.001 0.006 0.008
H 6.79837 1.22369 1.86573 -0.001 -0.012 0.001
H 6.05854 2.64448 1.12649 -0.001 0.013 -0.014
H 6.44226 0.28043 -1.32442 0.008 0.000 0.023
H 4.61638 -1.14296 -2.23507 -0.003 -0.025 0.031
```
Positions in Å, forces in eV/Å.

---

(2)
Entry from the Open Molecules 2025 dataset: a structure of composition C27H59ClOP2Si3Zr at a distorted geometry (ωB97M-V/def2-TZVPD).

Results
Frontier orbital gap ... 8.10 eV
Spin multiplicity ... 1
HOMO ... -7.6 eV
Molecular weight ... 672.65 g mol⁻¹

XYZ file:
```
94
Properties=species:S:1:pos:R:3:forces:R:3
Zr -0.60801 0.04954 -0.25218 -0.100 -0.943 -1.165
C 1.75694 -0.11651 -1.05237 -0.052 -0.268 -0.972
C 1.15361 -1.31768 -1.54980 0.479 0.778 -0.422
C 0.23609 -0.92989 -2.58524 0.511 0.199 0.199
Si 1.91229 -3.01547 -1.40648 -0.885 0.671 0.569
C 0.31499 0.46393 -2.75088 0.231 -0.156 0.399
C 1.22354 0.99539 -1.78161 0.292 -0.489 -0.336
Si 1.84811 2.74621 -1.80897 -0.560 -0.813 0.385
H 2.58775 -0.07818 -0.34519 -0.495 0.037 -0.089
H -0.35520 -1.63364 -3.17134 0.057 0.397 0.183
H -0.18159 1.06669 -3.51048 -0.074 -0.330 0.392
Cl -2.61784 -0.32915 1.12651 -0.364 0.147 0.429
C 3.69889 2.66653 -1.61515 0.165 0.258 -0.056
C 1.39111 3.45043 -3.47687 0.246 0.209 -0.176
C 3.76297 -2.83657 -1.33088 0.163 -0.150 -0.060
C 1.41453 -3.97102 -2.92748 0.237 -0.223 -0.198
H 2.11251 3.03209 -4.19595 -0.235 0.155 0.068
H 1.49625 4.54333 -3.48751 -0.049 -0.202 -0.137
H 0.38130 3.18071 -3.81190 0.295 0.165 0.120
H 3.98429 2.09792 -0.72044 -0.040 0.185 -0.164
H 4.13124 3.67461 -1.56254 0.073 -0.242 0.050
H 4.11561 2.15542 -2.49637 -0.063 0.132 0.253
H 2.10456 -3.66413 -3.72786 -0.220 -0.147 0.074
H 0.39025 -3.77166 -3.26773 0.292 -0.141 0.148
H 1.54157 -5.04955 -2.76361 -0.060 0.177 -0.179
H 4.11857 -2.42464 -2.28595 -0.025 -0.090 0.228
H 4.22965 -3.81959 -1.18242 0.048 0.233 0.005
H 4.07699 -2.16064 -0.52622 -0.046 -0.186 -0.117
C 0.94082 3.54126 -0.36486 0.422 0.462 -0.199
C 1.14578 -3.65348 0.19152 0.500 -0.513 -0.187
P -0.79753 2.96152 -0.21129 0.257 0.709 -0.275
H 1.00406 4.63654 -0.46944 -0.108 -0.297 0.284
H 1.45162 3.25910 0.57323 -0.148 0.036 -0.306
P -0.55772 -3.00437 0.41515 -0.073 -0.475 -0.403
H 1.76455 -3.28056 1.02638 -0.208 -0.117 -0.251
H 1.20052 -4.75288 0.19602 -0.096 0.282 0.252
C -1.15325 -3.94221 1.92214 -0.059 0.130 -0.101
C -1.52988 -3.89148 -0.93200 0.491 0.289 0.006
C -1.65501 3.76828 -1.67430 0.426 -0.235 -0.048
C -1.40326 4.02246 1.20548 -0.192 -0.134 -0.030
C -1.69625 3.12652 2.40686 -0.185 0.061 0.306
H -2.35048 4.44203 0.83341 0.136 -0.174 0.149
C -0.51911 5.21399 1.59861 -0.008 0.016 0.054
H 0.45020 4.89969 2.01290 -0.281 0.042 -0.129
H -1.03712 5.80012 2.37146 0.105 -0.168 -0.120
H -0.33254 5.88631 0.75494 0.029 -0.109 0.183
H -2.26871 2.23099 2.12814 0.162 0.238 0.120
H -2.26679 3.69843 3.14986 0.053 -0.152 -0.031
H -0.76740 2.80283 2.89591 -0.197 -0.003 -0.200
H -1.28597 3.17839 -2.52803 -0.162 0.173 0.142
C -1.27412 5.23830 -1.90654 -0.050 0.041 -0.077
C -3.17879 3.58228 -1.59490 -0.024 -0.151 -0.180
H -0.21016 5.37833 -2.14212 -0.292 -0.068 0.190
H -1.53777 5.87002 -1.04587 0.055 -0.156 -0.240
H -1.83921 5.61098 -2.77364 0.118 -0.049 0.212
H -3.46785 2.64009 -2.07281 -0.004 0.231 0.208
H -3.67695 4.40550 -2.12383 0.053 -0.187 0.133
H -3.55186 3.56483 -0.56635 -0.033 0.024 -0.140
H -1.17922 -3.39668 -1.85188 -0.152 -0.217 0.162
C -3.03912 -3.61798 -0.78283 -0.117 0.146 -0.078
C -1.24419 -5.39116 -1.03944 -0.160 -0.063 -0.160
H -0.20489 -5.62332 -1.29818 -0.184 0.083 0.180
H -1.87119 -5.80345 -1.84143 0.115 -0.004 0.134
H -1.51540 -5.91050 -0.11204 0.047 0.065 -0.243
H -3.35753 -2.84831 -1.49869 -0.007 -0.193 0.326
H -3.31508 -3.26970 0.22197 -0.002 -0.051 -0.298
H -3.60700 -4.53463 -0.99660 0.097 0.245 0.076
C -1.27383 -2.98562 3.10236 -0.240 -0.078 0.296
C -0.31690 -5.16634 2.30006 0.009 -0.036 0.224
H -2.16220 -4.28802 1.65660 0.151 0.116 0.047
H 0.68687 -4.85415 2.61632 -0.162 -0.162 -0.072
H -0.22341 -5.90017 1.49227 0.048 0.189 0.206
H -0.78949 -5.67150 3.15664 0.112 0.128 -0.190
H -0.29524 -2.63437 3.45238 -0.104 -0.070 -0.144
H -1.74958 -3.51802 3.93598 0.078 0.163 0.001
H -1.88442 -2.11582 2.84365 0.154 -0.135 0.109
C -2.39201 0.16467 -1.81990 -0.458 0.522 -0.028
H -2.24254 0.58879 -2.83059 0.006 -0.073 0.325
H -2.71287 -0.87724 -2.00955 0.210 0.060 0.173
H -3.28091 0.65232 -1.39573 0.094 -0.182 -0.047
C 2.26259 -1.11649 3.16469 0.174 0.161 0.033
Si 1.08513 0.33707 2.95813 -0.942 0.015 -0.859
C -0.28653 0.19411 4.24527 0.314 0.033 0.243
C 2.03270 1.95182 3.16584 0.234 -0.115 0.398
O 0.42548 0.30714 1.43985 0.319 0.305 0.777
H 2.38513 -1.32839 4.23664 0.053 -0.040 -0.236
H 3.24611 -0.84835 2.75875 -0.068 -0.156 0.040
H 1.91869 -2.03055 2.66106 0.006 0.286 0.197
H -0.08050 -0.69303 4.85942 -0.161 0.223 0.045
H -0.29183 1.07608 4.89982 -0.034 -0.193 -0.020
H -1.28516 0.08324 3.81540 0.166 0.033 -0.128
H 2.63076 2.18789 2.27695 -0.086 -0.049 0.122
H 1.37480 2.80290 3.39355 0.168 -0.215 -0.113
H 2.73196 1.83952 4.01421 -0.188 0.149 -0.250
```
Positions in Å, forces in eV/Å.

---

(3)
Entry from the Open Molecules 2025 dataset: a cluster of 4 separate species, C25H29F24N2O5S in total at a distorted geometry (ωB97M-V/def2-TZVPD).

Results
Frontier orbital gap ... 8.61 eV
Spin multiplicity ... 1
HOMO ... -13.3 eV
Molecular weight ... 925.54 g mol⁻¹
Charge ... +1

XYZ file:
```
86
Properties=species:S:1:pos:R:3:forces:R:3
C 3.37390 -0.62682 -0.82772 -1.215 0.219 0.087
C 3.17121 0.82688 -1.31829 1.227 -0.229 0.298
O 2.93066 0.93767 -2.71240 -0.596 0.186 0.295
C 1.66431 0.43789 -3.08646 0.119 -0.003 -0.600
C 0.47695 1.26910 -2.52249 0.488 -0.343 -0.109
C -0.36785 0.60098 -1.48093 0.563 1.495 0.062
C -0.58137 1.26084 -0.25952 0.107 0.271 -0.036
C -1.37182 0.68651 0.66578 -0.517 0.195 0.460
C -1.94915 -0.54753 0.34493 -0.618 -1.215 1.087
S -3.03022 -1.29718 1.53508 -0.174 0.289 0.429
N -1.74377 -1.17519 -0.77820 0.114 -0.013 -0.349
N -0.96745 -0.55679 -1.63092 0.426 -0.664 -0.939
O -0.77597 -1.19348 -2.82987 -0.145 0.215 0.230
C -0.15523 -2.50155 -2.65598 0.287 -0.937 -0.333
C -1.14031 -3.68067 -2.67285 0.271 0.572 0.866
H 4.31160 -0.74911 -0.29040 -0.011 -0.074 -0.164
H 3.29162 -1.33446 -1.65706 0.414 0.094 0.002
H 2.55501 -0.89443 -0.14813 0.245 -0.084 0.068
H 2.42789 1.37340 -0.72144 -0.136 -0.205 -0.160
H 4.11632 1.34703 -1.14212 -0.167 0.160 -0.225
H 1.62307 -0.62994 -2.85377 -0.290 0.120 0.209
H 1.61676 0.50790 -4.17180 0.134 -0.009 0.099
H -0.13370 1.65001 -3.34569 -0.159 -0.325 0.074
H 0.91524 2.15894 -2.06597 -0.138 -0.063 0.039
H -0.12004 2.21660 -0.04940 0.118 -0.049 -0.226
H -1.58783 1.16514 1.61297 0.098 -0.111 0.034
H -2.70564 -2.60621 1.50043 0.216 0.290 -0.523
H 0.52140 -2.61493 -3.50665 -0.108 0.426 -0.018
H 0.48735 -2.47820 -1.77054 -0.291 0.111 0.075
H -0.85485 -4.35230 -1.85866 -0.028 -0.178 -0.270
H -2.13604 -3.32059 -2.41322 -0.026 -0.135 -0.323
H -1.11071 -4.20490 -3.62400 -0.226 0.045 0.061
C 4.82088 -0.44882 -4.94574 0.069 0.386 0.445
C 3.92655 -1.01174 -6.07108 0.779 0.406 -0.327
C 3.67914 -2.52383 -6.09724 -0.352 -0.328 -0.054
F 4.81224 -3.22749 -6.23841 0.157 0.150 0.049
F 2.88149 -2.83027 -7.14619 -0.083 0.183 0.045
F 4.39617 -0.59262 -7.26001 -0.042 -0.156 -0.022
F 2.69478 -0.42899 -5.91560 -0.124 -0.238 0.198
O 6.18706 -0.18888 -5.24651 -0.064 -0.619 -0.559
C 7.14071 -1.19195 -5.17589 -0.582 0.392 0.721
C 7.75909 -1.50870 -6.54194 0.301 -0.034 -0.410
F 6.81763 -1.87076 -7.43390 -0.141 0.005 0.137
F 8.62613 -2.53699 -6.41637 -0.039 0.061 0.190
F 6.63986 -2.28656 -4.56865 0.100 -0.101 -0.212
F 8.12575 -0.72962 -4.37726 0.116 -0.022 -0.175
H 4.42055 0.53906 -4.72338 -0.033 -0.008 -0.140
H 4.71315 -1.01086 -4.01723 0.028 -0.259 -0.142
H 3.17778 -2.84850 -5.17878 0.015 0.087 0.036
H 8.28894 -0.63698 -6.93154 -0.009 0.053 0.134
C -6.43264 -0.51042 4.59819 0.528 0.158 0.455
C -6.91196 -1.52130 3.53679 -0.659 0.058 0.587
C -6.95595 -1.05795 2.07842 0.072 -0.036 -0.584
F -7.78530 -0.01631 1.89147 -0.033 0.094 0.262
F -7.40245 -2.06191 1.28777 0.101 -0.164 0.204
F -8.10757 -2.01575 3.90990 -0.016 0.030 -0.169
F -6.02790 -2.56599 3.57399 0.255 0.177 -0.204
O -7.40649 0.19664 5.35468 -0.497 -0.099 -0.682
C -7.97988 1.36202 4.87199 0.944 -0.200 0.234
C -9.48422 1.21200 4.62185 -0.510 0.003 0.027
F -9.73916 0.21352 3.75551 0.197 -0.033 -0.039
F -9.96859 2.35535 4.08844 0.186 0.046 0.069
F -7.31753 1.80796 3.78465 -0.242 -0.006 -0.091
F -7.81442 2.29778 5.82987 -0.208 -0.004 -0.010
H -5.92148 -1.11568 5.34675 -0.126 -0.092 -0.018
H -5.66958 0.16134 4.20226 -0.159 0.054 -0.248
H -5.95871 -0.77362 1.72997 0.048 -0.016 0.127
H -10.00688 1.00182 5.55725 0.121 0.044 0.066
C 2.51543 2.05025 5.30974 0.401 0.219 0.535
C 2.20806 1.08941 4.14499 -0.547 -0.036 0.627
C 2.29231 1.64563 2.72229 0.298 0.058 -0.278
F 1.42705 2.65521 2.50324 -0.162 0.032 0.113
F 1.97015 0.66450 1.83529 -0.015 -0.167 0.021
F 1.00116 0.51265 4.34923 -0.051 0.064 -0.230
F 3.12999 0.08999 4.20997 0.192 0.177 -0.199
O 1.42037 2.65470 5.99014 -0.442 -0.106 -0.776
C 0.83095 3.81371 5.51293 0.993 -0.161 0.358
C -0.62713 3.59265 5.09125 -0.478 0.077 0.070
F -0.73138 2.63034 4.14228 0.176 -0.036 -0.054
F -1.12881 4.73116 4.56844 0.170 0.015 0.046
F 1.57221 4.36234 4.52947 -0.259 -0.039 -0.148
F 0.82738 4.69520 6.52940 -0.244 -0.029 -0.046
H 2.97628 1.42516 6.07393 -0.113 -0.100 -0.043
H 3.27723 2.78311 5.04208 -0.136 0.063 -0.249
H 3.30139 1.99906 2.49649 0.030 -0.067 0.084
H -1.23118 3.29532 5.95010 0.110 0.015 0.072
```
Positions in Å, forces in eV/Å.

---

(4)
Entry from the Open Molecules 2025 dataset: a cluster of 2 separate species, C6H15NO in total at a distorted geometry (ωB97M-V/def2-TZVPD).

Results
Frontier orbital gap (alpha / beta) ... 2.72 / 7.96 eV
Spin multiplicity ... 2
HOMO (alpha / beta) ... 1.2 / -4.3 eV
Molecular weight ... 117.19 g mol⁻¹
Charge ... -1
ΔE to the lowest compared entry with this formula, charge and spin ... 2.279 eV

XYZ file:
```
23
Properties=species:S:1:pos:R:3:forces:R:3
C -1.18792 0.24711 -0.09564 -1.423 0.774 -0.803
C -1.61139 -1.07166 0.57285 1.541 -1.082 -0.670
C -0.50830 -2.12650 0.28461 -3.819 0.168 -0.536
C 0.71151 -1.84194 0.70650 3.244 -0.086 1.394
C -0.93190 1.48244 0.77834 0.950 -0.177 0.102
N 0.10557 2.38147 0.22259 0.542 -0.238 -1.289
C 1.39246 2.27554 0.87284 0.230 0.411 2.058
H -0.29538 0.16953 -0.70158 0.455 -0.679 0.105
H -1.96961 0.45870 -0.84474 0.093 0.396 0.167
H -2.54385 -1.48748 0.18757 -0.165 0.404 -0.093
H -1.76290 -0.85255 1.64956 0.189 -0.278 0.190
H -0.83612 -3.05352 -0.19952 0.319 0.285 0.292
H 1.56742 -2.50576 0.73286 -0.073 -0.445 -0.485
H 0.91628 -1.02843 1.37986 -0.260 0.758 0.111
H -0.59869 1.12306 1.77726 -0.234 0.373 -0.419
H -1.77810 2.13395 0.87088 -0.907 -0.081 0.429
H 0.22038 2.21385 -0.79273 -0.203 -0.049 0.871
H 1.77795 1.28056 1.13813 -0.511 -0.297 -0.232
H 2.24623 2.73770 0.38941 -0.277 0.444 -0.657
H 1.28161 2.82262 1.85100 0.296 -0.463 -0.611
H 1.84129 -0.73396 -2.74487 -0.191 -1.055 -0.030
H 0.58263 -1.43142 -2.34199 -0.277 -0.477 0.397
O 1.41497 -1.62013 -2.79276 0.481 1.395 -0.290
```
Positions in Å, forces in eV/Å.